Entry from OMol25: a molecular structure, C59H65ClCsFNO3P2S4Si at a distorted geometry (ωB97M-V/def2-TZVPD).

Values from the calculation:
- net charge = -1
- energy relative to the best compared isomer or geometry (same formula, charge and spin) (eV) = 0.0000
- frontier orbital gap (eV) = 5.4

Structure (XYZ):
```
138
Properties=species:S:1:pos:R:3:forces:R:3:lowdin_charge:R:1
O -1.412 -1.970 1.676 -0.3 -0.7 0.0 -0.891
P 3.302 -2.889 3.167 0.3 -0.5 0.4 0.011
Cs -0.137 -0.482 0.202 1.9 1.4 -1.2 1.118
C 1.572 -4.420 7.172 0.0 0.0 0.1 -0.107
H -5.478 1.397 -3.374 -0.2 0.0 0.1 0.011
C 0.329 2.254 -2.526 0.3 0.0 -0.1 -0.221
H -3.069 -5.229 0.260 0.0 0.1 0.0 0.125
H 0.685 5.020 5.922 0.0 0.0 0.0 0.100
H -2.609 3.547 3.622 -0.1 0.0 0.0 0.103
H -0.014 -3.022 6.842 -0.1 0.0 0.0 0.100
C 5.775 2.602 4.217 0.0 -0.1 0.1 -0.094
H 0.113 -2.079 -4.932 -0.1 0.0 -0.1 0.079
C 0.720 3.027 3.183 -0.3 -0.3 -0.2 -0.372
S -2.688 -2.790 -1.867 -1.3 -1.8 -0.6 0.975
H 4.126 -2.076 -0.684 0.0 -0.1 0.1 0.078
C -3.231 -4.175 0.500 0.1 -0.2 0.1 -0.239
C -2.067 -4.283 4.747 -0.1 0.1 0.0 -0.102
H -2.259 -3.701 0.633 0.1 -0.2 0.0 0.069
H 6.716 2.712 4.739 0.1 0.0 0.0 0.095
C -1.547 3.618 3.805 -0.1 -0.1 -0.1 -0.100
C 0.520 -2.171 -3.929 0.4 0.2 0.2 -0.051
C -3.856 -2.691 2.456 0.3 -0.1 0.3 -0.282
C 1.406 -3.013 5.238 -0.1 0.0 -0.1 -0.116
H 3.148 0.317 -2.324 0.1 0.0 -0.1 0.101
H -4.016 0.489 -3.737 0.1 -0.2 -0.1 0.009
H 0.882 -2.260 4.664 0.0 0.0 -0.1 0.067
C 3.271 -4.498 5.479 0.0 0.0 -0.1 -0.093
H 1.956 -4.764 1.360 -0.1 0.1 -0.1 0.060
H -0.232 -1.873 -3.204 -0.2 0.0 0.1 0.050
C -2.477 -5.314 -2.999 -0.1 0.0 0.0 -0.090
H -3.969 1.087 0.543 0.1 0.1 0.2 0.002
C -1.056 4.366 4.862 0.0 0.0 0.0 -0.092
H 4.878 -0.475 -0.674 0.1 0.1 0.1 0.078
H 3.223 -0.688 -0.083 0.0 0.0 0.1 0.019
C 5.123 -4.906 2.496 0.0 0.0 0.1 -0.130
H -5.050 -4.293 1.669 0.0 0.0 0.1 0.119
C -1.049 2.567 -2.577 0.0 -0.1 0.1 -0.363
H 2.682 -6.866 0.256 0.0 0.0 0.0 0.086
C 3.367 2.319 2.853 0.0 -0.2 -0.1 -0.383
C 4.127 3.477 2.706 0.0 0.0 0.0 -0.107
H -2.815 -3.731 5.300 0.0 0.1 0.1 0.112
H -5.589 3.467 -1.208 -0.2 -0.1 0.0 0.010
H 2.616 5.572 -2.338 0.0 0.1 -0.1 0.102
C 0.307 4.440 5.091 0.0 0.0 0.1 -0.084
C 3.361 -6.323 0.900 -0.1 -0.2 -0.1 -0.097
C 3.822 1.314 3.699 -0.2 0.0 -0.1 -0.125
C -0.667 -4.673 -1.552 -0.1 0.3 0.1 -0.069
H 1.461 -0.226 -3.851 0.0 -0.1 0.0 0.114
C -1.581 -3.787 3.548 0.0 0.3 0.1 -0.386
H -3.595 -4.818 2.518 -0.1 0.0 -0.1 0.102
C -0.639 -6.196 4.503 0.0 -0.1 0.0 -0.071
C -3.989 -4.067 1.827 0.1 0.0 -0.2 -0.219
H -4.446 -2.616 3.368 -0.1 0.1 0.1 0.085
H 6.539 -6.441 2.046 0.1 0.0 0.0 0.097
C 5.530 -6.083 1.894 0.1 -0.2 0.0 -0.091
H -0.172 -7.776 -2.786 0.0 -0.1 0.0 0.101
H 0.612 -6.216 2.763 0.1 -0.1 0.0 0.100
C 2.763 -4.936 6.687 0.1 -0.2 0.1 -0.096
Si -3.581 1.998 -1.767 -0.6 -0.1 0.0 0.375
C -0.441 4.052 -4.433 0.2 0.2 -0.3 -0.131
C 1.335 5.140 -0.679 0.1 0.2 -0.1 -0.068
H 2.298 2.463 -3.263 0.1 0.0 0.0 0.098
S 4.924 -1.883 3.649 0.2 0.0 0.0 0.237
C 5.018 1.455 4.380 0.2 0.1 0.1 -0.113
H 3.672 2.163 0.006 0.1 -0.1 0.0 0.108
C -4.150 0.722 -0.464 0.0 0.4 -0.4 -0.181
H -0.229 -4.048 1.928 0.1 0.1 -0.1 0.068
H -4.142 4.056 -0.409 0.1 0.1 0.2 0.008
C 3.822 -4.454 2.335 0.0 0.5 0.0 -0.363
P 1.751 2.043 2.026 0.7 0.4 0.4 1.058
H -2.421 3.765 -3.698 -0.1 0.1 0.0 0.080
H 1.179 -4.763 8.122 0.0 0.0 0.0 0.094
C -0.148 -5.685 3.315 0.0 -0.1 0.1 -0.051
C 2.429 4.924 -1.497 0.0 0.2 0.1 -0.101
C -1.592 -5.493 5.222 -0.1 0.0 0.1 -0.087
H 0.883 -6.113 -1.294 0.1 0.0 0.0 0.095
H -1.745 4.890 5.509 -0.1 0.0 0.0 0.099
H -0.206 -3.926 -0.926 0.1 0.2 0.1 0.115
H 0.247 4.503 1.045 -0.1 0.0 0.0 0.095
H 4.213 -4.880 5.108 0.0 -0.1 0.0 0.097
H 3.300 -5.680 7.260 0.0 0.0 0.0 0.095
H -3.426 -5.079 -3.464 -0.1 0.0 -0.1 0.109
C 1.944 3.245 0.661 -0.1 -0.1 -0.1 -0.389
C 0.900 3.707 -4.337 0.0 0.0 -0.2 -0.139
H -4.571 -4.153 -1.230 -0.1 0.0 -0.1 0.089
H 4.221 -0.960 -2.971 -0.1 0.1 0.1 0.121
H -4.172 -1.905 1.771 0.0 0.2 0.0 0.083
N -1.900 1.994 -1.734 -0.6 -0.4 0.4 -0.063
H 2.483 -1.498 -4.562 -0.1 0.0 0.2 0.121
C -1.379 3.501 -3.593 0.0 -0.1 0.1 -0.056
C -0.616 -4.475 2.839 -0.1 0.2 -0.3 -0.092
C -3.925 -3.488 -0.662 0.5 0.3 -0.3 -0.280
C 3.025 3.010 -0.186 -0.1 0.0 -0.1 -0.119
H 5.812 -4.319 3.088 0.0 0.0 0.0 0.051
H 5.367 0.657 5.016 0.0 -0.1 0.0 0.071
C 1.743 -1.286 -3.766 -0.1 0.0 -0.4 -0.278
H 3.244 0.407 3.808 0.0 -0.1 0.0 0.053
H 1.640 4.134 -5.001 0.0 0.0 0.0 0.084
C -0.057 -5.895 -1.776 -0.1 0.0 0.0 -0.054
C -1.859 -6.532 -3.234 -0.1 -0.1 0.0 -0.082
F 0.754 1.332 -1.581 0.0 0.7 -0.8 -0.172
H -0.757 4.760 -5.191 0.0 0.0 0.0 0.090
S 1.857 -2.027 2.145 0.0 -0.1 0.0 0.187
Cl -1.203 2.018 1.642 -0.9 0.6 0.0 0.654
C 4.646 -6.798 1.104 0.1 -0.1 -0.1 -0.103
H 2.251 3.820 4.453 0.0 0.0 0.0 0.100
H -0.275 -7.141 4.878 0.1 -0.1 0.1 0.104
O 2.309 -1.546 -2.506 -0.2 -0.2 0.3 -0.167
C 2.580 -3.551 4.734 0.1 0.3 -0.2 -0.362
C -4.520 3.626 -1.332 0.5 -0.4 -0.1 -0.185
C 1.094 4.310 0.402 0.1 -0.1 0.1 -0.076
C 1.271 2.781 -3.370 0.0 -0.3 0.0 -0.080
H -5.212 0.509 -0.558 -0.3 0.0 0.0 0.019
S -2.128 -2.172 2.930 -1.4 -1.1 1.5 0.980
C 3.276 3.857 -1.246 0.1 0.0 0.0 -0.101
H 0.666 5.962 -0.886 -0.1 0.1 0.0 0.105
H -2.315 -7.256 -3.898 0.0 0.0 0.0 0.102
H 5.918 4.508 3.247 0.0 0.1 0.0 0.096
H -4.381 4.371 -2.110 0.0 0.2 -0.2 0.005
C 5.328 3.611 3.378 0.1 0.2 0.0 -0.094
H -1.954 -5.888 6.162 -0.1 0.0 0.0 0.104
H 4.962 -7.720 0.637 0.0 -0.1 -0.1 0.094
H -4.142 2.160 -4.221 0.0 0.2 -0.2 0.005
H -4.505 -2.625 -0.342 -0.1 0.2 -0.1 0.079
C 0.902 -3.446 6.452 -0.1 0.0 0.2 -0.101
H 3.776 4.276 2.067 0.0 0.0 -0.1 0.107
H 4.121 3.671 -1.894 0.1 0.0 0.0 0.107
C 2.951 -5.154 1.513 -0.1 0.0 0.2 -0.112
C 1.190 3.769 4.261 -0.1 0.0 0.0 -0.059
C 3.946 -1.013 -0.827 -0.3 0.0 -0.4 -0.066
H -3.602 -0.204 -0.596 0.2 -0.2 0.0 -0.019
O -1.739 -2.015 -1.078 0.2 0.1 0.1 -0.791
H 0.795 -3.206 -3.739 0.0 -0.1 0.0 0.074
C 3.430 -0.741 -2.230 0.4 0.1 0.0 -0.286
C -1.880 -4.395 -2.152 -0.2 0.2 -0.2 -0.376
C -4.394 1.460 -3.430 0.4 0.1 0.5 -0.179
C -0.658 2.955 2.976 0.4 0.3 0.6 -0.664
C -0.653 -6.824 -2.614 0.1 -0.1 0.0 -0.080
```
Forces are in eV/Å.